# C3H3ClN2S2Si

One molecule with the formula C3H3ClN2S2Si in a non-equilibrium geometry (ωB97M-V/def2-TZVPD, the Open Molecules 2025 dataset).

Positions of all 12 atoms, in Å:
1 Cl 3.020 -1.047 -1.834
2 S 3.823 1.163 0.813
3 S 2.123 -2.203 1.377
4 Si 2.133 -0.533 -0.042
5 N 2.425 3.423 -0.101
6 N 1.164 -3.905 -0.680
7 C 2.953 2.474 0.302
8 C 0.505 0.391 -0.209
9 C 1.551 -3.268 0.193
10 H 0.261 0.527 -1.245
11 H -0.301 0.219 0.460
12 H 0.952 1.481 -0.051

As for the largest force on an atom: 0.0784 hartree/bohr. As for the SMILES: C[Si](Cl)(SC#N)SC#N. As for the multiplicity: 1. The energy above the lowest of the compared OMol25 structures with the same formula, charge and spin comes out at 13.4 kcal/mol. The net charge is 0. The value obtained for the orbital gap is 9.190 eV. The total energy is -1771.73894 a.u.

***

# C3H3ClNO2

A 2-piece molecular cluster, C3H3ClNO2 overall in a non-equilibrium geometry (ωB97M-V/def2-TZVPD, the Open Molecules 2025 dataset).

Positions of all 10 atoms, in Å:
1 Cl -2.920 1.873 0.300
2 O -4.651 -0.092 0.763
3 O -3.532 -0.394 -1.127
4 N -0.878 -0.284 0.303
5 C -3.874 0.059 -0.110
6 C -0.061 -0.088 -0.795
7 C -1.677 -0.085 1.177
8 H 0.734 0.551 -0.524
9 H -0.618 0.423 -1.601
10 H 0.448 -0.967 -1.215

As for the largest force on an atom: 0.0682 hartree/bohr. As for the multiplicity: 1. The energy above the lowest of the compared OMol25 structures with the same formula, charge and spin comes out at 15.7 kcal/mol. The net charge is -1. The value obtained for the orbital gap is 8.438 eV. The total energy is -781.57139 a.u.

***

# C3H3ClO2

A 2-piece molecular cluster, C3H3ClO2 overall in a non-equilibrium geometry (ωB97M-V/def2-TZVPD, the Open Molecules 2025 dataset).

Positions of all 9 atoms, in Å:
1 Cl -2.575 0.072 0.131
2 O -1.190 -1.555 1.658
3 O 0.407 2.491 0.106
4 C 1.038 1.556 -0.145
5 C 1.614 0.447 -0.504
6 C -1.584 -1.283 0.542
7 H -1.252 -1.968 -0.337
8 H 2.612 0.528 -0.635
9 H 0.929 -0.288 -0.816

As for the largest force on an atom: 0.0669 hartree/bohr. As for the SMILES: C=C=O.O=CCl. As for the multiplicity: 1. The energy above the lowest of the compared OMol25 structures with the same formula, charge and spin comes out at 33.7 kcal/mol. The net charge is 0. The value obtained for the orbital gap is 9.921 eV. The total energy is -726.72630 a.u.

***

# C3H3ClOS

One molecule with the formula C3H3ClOS in a non-equilibrium geometry (ωB97M-V/def2-TZVPD, the Open Molecules 2025 dataset).

Positions of all 9 atoms, in Å:
1 Cl 1.148 2.612 -1.296
2 S -1.486 -2.541 1.521
3 O -0.565 -0.355 0.501
4 C 0.161 0.330 -0.430
5 C -0.442 -1.653 0.587
6 C 0.259 1.655 -0.245
7 H -0.236 2.126 0.580
8 H 0.694 -0.180 -1.185
9 H 0.466 -1.993 -0.033

As for the largest force on an atom: 0.0511 hartree/bohr. As for the SMILES: S=CO/C=C/Cl. As for the multiplicity: 1. The energy above the lowest of the compared OMol25 structures with the same formula, charge and spin comes out at 29.7 kcal/mol. The net charge is 0. The value obtained for the orbital gap is 9.061 eV. The total energy is -1049.66714 a.u.

***

Computed E_HOMO (eV) in order:
-10.1, -4.6, -9.5, -9.1